# C19H25CaN5O12P2S

C19H25CaN5O12P2S as an isolated structure (ωB97M-V/def2-TZVPD, the OMol25 dataset).

Output
HOMO (Eh): -0.262
Total charge: 0
M (g mol⁻¹): 649.53
HOMO-LUMO gap (eV): 6.122

Structure (XYZ):
```
65
Properties=species:S:1:pos:R:3:forces:R:3:lowdin_charge:R:1
Ca 0.6926 0.0513 -0.1170 -0.17 0.60 -0.20 1.426
C 2.2999 -4.4338 1.7632 0.00 0.01 0.00 -0.063
C 1.7718 -3.0012 1.7699 0.09 -0.12 0.10 -0.566
O 1.6909 -2.4934 3.1105 -0.01 0.00 -0.01 -0.075
P 0.0913 -2.9418 1.0887 0.23 0.09 -0.19 0.464
O 0.1834 -3.5920 -0.3470 -0.08 -0.08 0.04 -0.100
O -0.7341 -3.9727 1.9436 -0.03 -0.07 -0.01 -0.062
O -0.4874 -1.5643 1.0812 0.04 0.14 0.03 -0.384
P 2.9141 -1.9237 0.7282 -0.28 -0.07 0.00 0.346
O 2.7679 -0.4648 1.4617 0.03 -0.09 -0.15 -0.192
O 4.2695 -2.4712 0.7819 0.09 0.17 -0.01 -0.246
O 2.1402 -1.6329 -0.5582 -0.06 -0.36 0.04 -0.469
H 1.6519 -5.0828 2.3538 0.00 0.00 0.00 0.092
H 3.3119 -4.4337 2.1694 0.00 0.00 0.00 0.092
H 2.3650 -4.8288 0.7508 -0.01 0.00 -0.01 0.097
H 2.2470 -3.0508 3.6671 0.01 0.00 0.00 0.109
H 0.8141 -3.0844 -0.8982 0.02 0.04 0.02 0.071
H -1.6946 -3.8929 1.8849 0.01 0.04 0.01 0.112
H 3.5475 -0.2461 1.9870 -0.08 0.03 0.08 0.098
O 3.3404 2.9185 -8.0332 -0.03 0.01 -0.04 -0.372
S 2.4077 3.8904 -8.5726 0.21 0.04 0.08 0.386
O 1.1306 3.3426 -8.9937 -0.05 0.01 0.05 -0.358
O 2.9808 4.8866 -9.4458 0.00 -0.04 -0.03 -0.353
C 1.9117 4.8323 -7.0891 -0.40 -0.02 -0.10 -0.326
N 1.5869 6.1239 -7.2044 0.14 -0.02 0.01 0.134
C 1.1730 6.7349 -6.1069 0.07 0.04 0.06 -0.114
C 1.0402 6.0923 -4.8817 -0.06 0.03 -0.02 -0.004
C 1.3547 4.7453 -4.8840 0.10 -0.02 0.02 -0.239
N 1.7910 4.1247 -5.9703 0.10 -0.01 0.02 0.157
C 1.2413 3.8592 -3.6966 -0.04 0.02 -0.03 -0.116
C 0.3926 4.1197 -2.6258 -0.04 0.00 0.01 0.006
C 0.2605 3.1760 -1.6260 -0.04 -0.06 -0.05 -0.147
N 0.9256 2.0162 -1.6260 0.27 -0.13 0.22 -0.072
C 1.7897 1.7972 -2.6317 -0.11 0.01 -0.05 -0.135
C 1.9702 2.6715 -3.6804 0.00 -0.04 0.04 0.029
H 0.9478 7.7929 -6.1985 -0.04 -0.01 -0.02 0.110
H 0.7198 6.6261 -3.9978 -0.01 -0.01 0.00 0.101
H -0.2011 5.0226 -2.5865 0.01 0.00 -0.02 0.115
H -0.4272 3.3374 -0.8028 0.01 0.00 0.01 0.109
H 2.3369 0.8584 -2.6077 0.02 0.02 0.03 0.113
H 2.6331 2.4428 -4.5043 -0.01 0.01 -0.01 0.130
C -1.1374 -1.8807 -4.0294 0.00 -0.01 -0.04 -0.064
C -0.4256 -0.7352 -3.3543 0.02 0.04 0.00 -0.272
O -0.7531 -0.6640 -1.9448 0.11 0.04 0.27 -0.203
H -0.8581 -1.9132 -5.0823 0.00 -0.01 0.00 0.092
H -2.2213 -1.7531 -3.9837 0.00 0.01 0.01 0.083
H -0.8754 -2.8346 -3.5718 0.00 0.00 0.01 0.080
H -0.6632 0.2213 -3.8228 0.00 0.00 -0.01 0.122
H 0.6551 -0.8695 -3.3868 -0.01 -0.01 -0.02 0.113
H -1.7072 -0.7380 -1.8347 0.00 -0.06 -0.07 0.103
N 0.2259 -0.7028 5.2083 -0.03 0.02 0.01 0.188
C 0.3882 0.6310 5.4034 -0.04 0.01 -0.01 -0.500
O 0.2725 1.1756 6.4810 0.02 0.01 0.01 0.077
C 0.7119 1.4250 4.1688 0.00 0.03 0.05 -0.107
C 1.4735 2.5808 4.2814 0.00 0.01 -0.02 0.025
C 1.7991 3.2829 3.1336 -0.01 -0.01 0.00 -0.024
C 1.3510 2.8046 1.9120 -0.01 0.05 0.03 -0.128
N 0.5866 1.7173 1.7986 -0.11 -0.22 -0.11 -0.031
C 0.2636 1.0541 2.9155 0.09 -0.03 -0.07 -0.096
H 0.0503 -1.2570 6.0301 0.01 -0.01 0.00 0.118
H 0.5728 -1.1673 4.3824 0.01 -0.02 -0.01 0.065
H 1.7976 2.9004 5.2634 0.01 0.01 -0.01 0.131
H 2.3993 4.1807 3.1727 0.00 0.00 0.01 0.115
H 1.6108 3.3078 0.9876 0.00 0.00 0.01 0.106
H -0.3691 0.1829 2.7897 0.02 -0.02 0.00 0.104
```
Forces are in eV/Å.



# C19H25F16NO3

A 3-piece molecular cluster, C19H25F16NO3 overall (ωB97M-V/def2-TZVPD, the OMol25 dataset).

Output
SMILES string: FC(F)C(F)(F)COC(F)(F)C(F)F.FC(F)C(F)(F)COC(F)(F)C(F)F.CC(C)CC[C@H]1CCC(=O)N1
HOMO (Eh): -0.355
Total charge: 0
M (g mol⁻¹): 619.38
HOMO-LUMO gap (eV): 10.158

Structure (XYZ):
```
64
Properties=species:S:1:pos:R:3:forces:R:3:lowdin_charge:R:1
F -0.8160 -0.9264 1.9022 0.05 0.06 0.18 0.093
C 0.4741 -1.3060 1.8166 0.03 -0.09 -0.20 -0.301
F 1.2535 -0.2663 2.1836 -0.02 0.03 0.03 0.101
C 0.8066 -1.6768 0.3620 -0.02 0.22 -0.07 -0.423
F 0.6989 -0.5799 -0.4126 0.02 -0.01 0.01 0.140
F 2.1343 -2.0244 0.3854 -0.11 -0.06 0.05 0.086
C 0.0490 -2.8497 -0.2787 0.00 -0.26 -0.11 -0.033
O -1.0666 -2.4900 -1.0807 0.12 0.37 0.11 0.058
C -2.3085 -2.3323 -0.5437 0.01 -0.10 0.17 -0.550
F -2.3524 -2.6979 0.7511 -0.06 0.00 0.02 0.147
F -3.1637 -3.1397 -1.2099 -0.01 -0.09 -0.06 0.146
C -2.8453 -0.9055 -0.7371 -0.18 0.19 -0.29 -0.285
F -2.0163 0.0232 -0.2265 0.07 -0.04 0.11 0.092
F -4.0370 -0.8022 -0.1070 -0.01 -0.02 0.03 0.097
H 0.6592 -2.1434 2.4935 -0.02 -0.02 -0.01 0.175
H 0.7456 -3.3039 -0.9772 0.00 0.05 0.00 0.131
H -0.2113 -3.6043 0.4629 -0.01 0.08 0.07 0.151
H -2.9783 -0.6995 -1.8013 -0.03 -0.10 -0.01 0.176
F 5.5512 -7.1473 -1.2923 0.04 -0.08 0.00 0.095
C 6.8108 -7.0904 -1.7711 0.04 0.05 -0.04 -0.307
F 7.6294 -7.7065 -0.8925 -0.02 -0.02 0.01 0.103
C 7.2600 -5.6317 -1.9210 -0.02 -0.01 0.09 -0.445
F 7.3132 -5.0465 -0.7106 0.05 0.01 0.00 0.142
F 8.5337 -5.7074 -2.4145 0.00 -0.01 0.00 0.099
C 6.4869 -4.7493 -2.9084 0.08 0.08 -0.39 -0.038
O 5.4994 -3.9073 -2.3504 0.18 -0.01 0.39 0.058
C 4.2126 -4.3060 -2.1818 -0.19 0.07 -0.10 -0.547
F 3.9752 -5.5188 -2.7083 -0.05 -0.05 -0.03 0.154
F 3.4108 -3.4217 -2.8298 0.00 -0.06 -0.05 0.140
C 3.7959 -4.2457 -0.7063 0.14 0.02 0.07 -0.283
F 4.5560 -5.0732 0.0345 -0.05 0.01 -0.02 0.109
F 2.5057 -4.6529 -0.6050 0.03 -0.10 0.00 0.085
H 6.8614 -7.6104 -2.7311 -0.02 -0.01 0.00 0.173
H 7.2342 -4.0672 -3.3101 -0.04 0.02 0.00 0.151
H 6.0985 -5.3406 -3.7380 -0.03 -0.07 0.08 0.148
H 3.8886 -3.2279 -0.3299 0.01 -0.02 -0.03 0.160
C -2.6883 2.7473 2.6729 -0.24 0.36 -0.06 -0.069
C -3.9287 3.5772 2.2809 -0.02 -0.23 0.31 -0.424
C -5.0755 3.3274 3.2784 0.04 0.07 -0.08 -0.071
C -4.3840 3.2699 0.8499 0.29 -0.17 0.06 -0.174
C -3.4369 3.7472 -0.2706 0.06 -0.20 0.03 -0.139
C -2.8897 5.1430 -0.0263 -0.23 0.23 -0.22 -0.354
C -1.5294 5.3661 0.6312 0.21 0.30 -0.37 -0.134
C -1.5473 6.8993 0.6420 -0.03 -0.17 0.45 -0.091
C -2.1784 7.2088 -0.7142 -0.09 -0.36 0.07 -0.457
O -2.1614 8.2569 -1.2806 0.14 0.43 -0.33 0.110
N -2.8062 6.0144 -1.2345 0.40 0.23 0.60 0.082
H -2.0989 3.2842 3.4188 0.05 -0.13 0.04 0.078
H -3.0005 1.7979 3.1085 0.12 -0.10 -0.12 0.073
H -2.0520 2.5542 1.8086 0.08 -0.06 0.07 0.064
H -3.6573 4.6309 2.3800 -0.07 0.05 -0.22 0.111
H -5.0366 2.3123 3.6767 -0.06 -0.02 -0.04 0.071
H -5.0299 4.0175 4.1220 0.04 -0.07 0.05 0.075
H -6.0481 3.4566 2.8001 0.00 0.07 0.04 0.071
H -4.4784 2.1793 0.7873 -0.14 0.04 -0.14 0.115
H -5.3820 3.6821 0.6805 0.06 0.11 0.04 0.112
H -2.6347 3.0155 -0.4080 0.12 0.13 0.02 0.104
H -3.9974 3.7615 -1.2079 0.01 -0.01 0.01 0.113
H -3.6121 5.6908 0.5898 -0.16 -0.26 0.05 0.137
H -1.3172 4.8550 1.5663 -0.21 0.14 0.14 0.102
H -0.7614 5.0851 -0.1002 0.03 -0.35 0.18 0.124
H -2.2104 7.2614 1.4351 -0.01 0.04 -0.04 0.125
H -0.5906 7.3976 0.7813 0.02 0.03 -0.23 0.119
H -2.1157 5.6360 -1.8838 -0.36 -0.15 -0.31 0.132
```
Forces are in eV/Å.



# C19H25F2O18Zn

C19H25F2O18Zn as an isolated structure in a non-equilibrium geometry (ωB97M-V/def2-TZVPD, the OMol25 dataset).

Output
HOMO (Eh): -0.450
Total charge: +1
M (g mol⁻¹): 644.78
HOMO-LUMO gap (eV): 3.416

Structure (XYZ):
```
65
Properties=species:S:1:pos:R:3:forces:R:3:lowdin_charge:R:1
Zn 6.1556 14.8416 19.1700 0.10 -0.38 0.38 0.991
O 4.7190 10.4649 22.0782 0.28 1.84 -0.91 0.219
C 5.0149 11.6374 21.5183 0.09 -1.56 0.64 -0.754
O 4.2383 12.4326 20.9983 -1.47 0.55 -0.42 0.172
O 6.1697 12.0562 21.4042 2.23 0.86 -0.23 0.227
H 3.7966 10.4710 21.8120 -1.15 -1.15 0.45 0.138
C 8.5356 24.0675 17.4800 -0.57 0.25 -0.98 -0.017
C 7.2419 23.2735 17.0382 2.14 2.45 0.92 -0.294
C 7.2084 22.9510 15.5379 1.06 1.47 0.39 -0.136
O 7.0769 21.5955 15.5473 -0.22 -3.43 0.26 0.063
C 7.2380 21.0502 16.7941 -1.92 -0.47 0.80 -0.489
O 7.0498 19.8980 17.0920 0.95 1.35 -0.80 0.143
O 7.3814 22.0559 17.7114 -0.36 -1.91 -0.96 0.070
H 9.4610 23.5306 17.2718 -0.28 -0.64 -0.22 0.083
H 8.6110 24.3062 18.5409 -0.57 0.12 -0.09 0.078
H 8.6443 24.9564 16.8587 -0.23 0.39 0.29 0.077
H 6.3230 23.7622 17.3620 0.06 0.05 0.13 0.151
H 8.1649 23.1748 15.0658 0.11 0.36 -0.03 0.132
H 6.4269 23.4226 14.9422 -0.19 -0.05 0.34 0.140
C 2.1035 15.6098 10.2379 0.06 0.08 0.07 -0.014
C 1.4486 15.9003 11.5895 0.90 0.30 0.16 -0.275
C 0.6305 14.7942 12.1210 -0.91 -1.66 -0.05 -0.132
O 1.1333 14.5198 13.4031 -0.24 -1.35 1.90 0.080
C 2.2268 15.2237 13.6975 0.42 1.07 0.63 -0.570
O 2.9094 15.2277 14.7014 -1.31 -0.72 -1.37 0.124
O 2.4219 16.0687 12.6916 0.52 1.35 -1.91 0.092
H 2.7148 16.4196 9.8395 -0.05 0.08 0.29 0.085
H 1.3580 15.3845 9.4753 -0.39 0.24 0.15 0.089
H 2.7076 14.7026 10.2539 0.18 0.04 0.43 0.090
H 0.7094 16.7014 11.5867 1.06 0.95 -0.26 0.152
H 0.7064 13.8668 11.5533 -0.14 0.02 -0.17 0.140
H -0.4084 15.1164 12.1909 -0.06 -0.43 0.18 0.140
C 14.6525 17.9769 23.0307 -0.41 1.00 -0.17 -0.009
C 13.2409 18.6518 22.8866 2.32 -0.22 0.39 -0.306
C 13.0264 19.5132 21.6283 0.94 0.29 0.91 -0.071
O 11.8256 19.0036 21.0551 0.99 1.28 0.08 0.095
C 11.5522 17.8650 21.6670 -2.71 -1.81 -1.77 -0.597
O 10.6476 17.1602 21.2707 0.97 0.38 0.94 0.123
O 12.3701 17.6033 22.6588 -1.15 -1.66 0.46 0.098
H 15.0408 17.6095 22.0808 -0.39 -0.16 -0.15 0.082
H 14.5881 17.1470 23.7344 -0.04 0.13 -0.01 0.085
H 15.4123 18.6822 23.3674 -0.14 0.12 0.28 0.081
H 12.9705 19.1002 23.8426 -0.04 0.38 -0.12 0.153
H 13.8935 19.3180 20.9974 -0.27 0.29 -0.50 0.130
H 12.9436 20.5697 21.8834 -0.14 -0.07 -0.35 0.137
C 10.8561 13.2048 12.3291 0.28 -0.41 -2.87 -0.094
C 12.0306 12.7402 13.1177 -1.40 -1.12 -0.18 -0.362
O 11.4023 12.4003 14.3248 -1.19 0.95 1.22 0.119
C 10.2050 13.1577 14.4219 -1.78 -0.12 4.18 -0.447
O 9.4927 13.3270 15.4432 3.30 -1.04 -3.89 0.094
O 9.9127 13.6563 13.2397 -0.51 0.37 0.48 0.111
F 12.8472 13.7668 13.2484 1.71 1.43 0.83 0.108
H 10.4570 12.3833 11.7341 -0.26 -0.06 0.04 0.146
H 11.1280 14.0026 11.6379 -0.04 0.05 0.17 0.151
H 12.5863 11.8834 12.7367 -0.16 -0.02 0.08 0.176
C 4.5495 21.9756 23.8298 -1.42 -0.45 0.09 -0.043
C 3.1117 21.8385 23.2962 1.88 -0.43 -0.29 -0.269
O 3.0335 20.4260 23.0375 -0.07 0.55 0.32 0.114
C 4.2982 19.8889 22.9568 0.93 -0.89 -2.86 -0.503
O 4.5886 18.8239 22.4334 -1.14 2.12 1.91 0.131
O 5.2258 20.8272 23.2550 -0.62 0.62 1.10 0.076
F 3.0728 22.5699 22.1370 -0.69 -0.50 -0.22 0.050
H 4.4083 21.9063 24.9084 0.91 -0.18 0.19 0.135
H 4.9587 22.9400 23.5288 0.36 -0.45 -0.05 0.143
H 2.3363 22.2038 23.9696 -0.14 -0.44 -0.22 0.168
```
Forces are in eV/Å.



# C19H25N2O2

An isolated ion of composition C19H25N2O2 and charge +1 in a non-equilibrium geometry (ωB97M-V/def2-TZVPD, the OMol25 dataset).

Output
SMILES string: CCOC(=O)[C@@H]([C@@H](c1ccc(C)cc1)N(C)C)[n+]1ccccc1
HOMO (Eh): -0.403
Total charge: +1
M (g mol⁻¹): 313.42
HOMO-LUMO gap (eV): 6.924

Structure (XYZ):
```
48
Properties=species:S:1:pos:R:3:forces:R:3:lowdin_charge:R:1
C 6.4834 2.5997 1.7535 0.33 -0.09 -0.27 -0.063
C 5.4816 2.9333 2.8212 0.38 -0.06 -0.43 -0.191
O 4.1804 2.6373 2.2161 -0.69 0.05 0.97 0.027
C 3.2050 2.6003 3.1218 2.05 0.84 1.09 -0.448
O 3.3924 2.8341 4.3120 -0.57 -0.35 -1.50 0.106
C 1.8531 2.2344 2.5801 0.53 2.02 -1.07 -0.135
C 1.5631 0.9018 3.1115 -0.78 -3.13 0.89 -0.266
C 0.1066 0.4750 2.9657 0.26 0.35 0.08 -0.196
C -0.3537 -0.5635 3.7819 -0.11 0.06 -0.33 -0.015
C -1.6190 -1.0952 3.5577 0.14 0.23 0.17 -0.017
C -2.4806 -0.4919 2.6375 0.14 0.03 -0.16 -0.273
C -3.8476 -1.0399 2.3965 -0.34 -0.12 0.07 -0.048
C -2.0445 0.6066 1.9005 0.34 0.16 -0.12 -0.025
C -0.7219 1.0400 1.9922 -0.23 -0.24 0.49 -0.037
N 2.4380 -0.0726 2.4688 -0.01 0.79 0.06 -0.215
C 3.7155 -0.4215 3.0387 0.30 -0.20 -0.07 -0.061
C 1.9446 -0.9926 1.4873 -0.14 -0.44 -0.56 -0.072
N 0.9553 3.3124 3.0839 -0.56 0.45 0.40 0.025
C 0.7102 3.3775 4.4208 0.14 0.17 -0.41 0.027
C -0.0273 4.4215 4.9562 0.12 -0.29 -0.02 0.016
C -0.6008 5.3713 4.1135 0.29 -0.44 0.00 0.004
C -0.3906 5.2437 2.7402 0.20 -0.02 -0.26 -0.002
C 0.4378 4.2457 2.2475 -0.15 -0.18 0.29 0.012
H 7.4911 2.8331 2.1007 -0.04 -0.03 0.00 0.089
H 6.4436 1.5328 1.5093 0.03 0.17 0.05 0.079
H 6.3020 3.1664 0.8357 0.00 -0.04 0.16 0.087
H 5.6263 2.3126 3.7136 -0.21 0.23 -0.22 0.130
H 5.5062 3.9951 3.0978 -0.13 -0.31 0.02 0.137
H 1.8720 2.2233 1.4755 -0.21 0.21 0.55 0.181
H 1.8378 0.8935 4.1844 -0.31 -0.01 -0.29 0.150
H 0.3044 -0.9695 4.5562 -0.21 0.04 -0.31 0.131
H -1.9595 -1.9652 4.1205 0.07 0.26 -0.08 0.124
H -4.4995 -0.2635 1.9897 -0.04 -0.15 0.07 0.081
H -3.8226 -1.8679 1.6782 0.03 0.14 0.10 0.095
H -4.2754 -1.4219 3.3252 -0.10 0.02 -0.11 0.084
H -2.7339 1.1385 1.2422 0.16 -0.35 0.02 0.119
H -0.3568 1.8089 1.3044 -0.19 -0.23 0.30 0.107
H 3.7839 -1.5178 3.1610 0.00 0.35 0.23 0.097
H 4.5339 -0.1361 2.3507 -0.12 -0.04 0.36 0.087
H 3.8672 0.0734 4.0107 -0.01 -0.23 -0.28 0.098
H 2.7752 -1.2821 0.8283 -0.21 0.10 0.08 0.096
H 1.5425 -1.9252 1.9257 0.02 0.21 -0.07 0.097
H 1.1636 -0.5481 0.8570 0.23 -0.14 0.17 0.092
H 1.1949 2.6167 5.0281 -0.32 0.31 -0.17 0.145
H -0.1181 4.4453 6.0393 -0.15 0.13 -0.27 0.132
H -1.1806 6.1960 4.5207 0.05 -0.20 -0.14 0.131
H -0.8535 5.9307 2.0378 0.21 -0.06 0.12 0.127
H 0.7100 4.1561 1.1922 -0.20 0.00 0.42 0.155
```
Forces are in eV/Å.